{
  "formula": "C4H7O3Sm",
  "method": "ωB97M-V/def2-TZVPD",
  "species": ["C", "C", "H", "H", "H", "H", "H", "O", "Sm", "O", "C", "O", "C", "H", "H"],
  "xyz": [[-0.07536, -0.91043, -0.69223], [-1.53749, -1.25611, -0.66063], [0.53717, -1.66794, -1.18941], [0.12863, 0.04322, -1.18808], [-1.69047, -2.28317, -0.30616], [-1.92240, -1.17512, -1.68534], [-2.10127, -0.57344, -0.01357], [1.79742, -0.19320, 2.22318], [1.07873, -2.24242, 2.86628], [0.42679, -0.82377, 0.69438], [1.22783, 0.11151, 1.18445], [1.20848, 2.10670, 0.48049], [0.49620, 2.78561, -0.32291], [1.00637, 3.50538, -0.97527], [-0.58063, 2.57317, -0.41518]],
  "atomic_forces_ev_per_a": [[-0.0004, 0.4983, -0.7689], [-0.0783, -0.1021, 0.0943], [-0.0937, 0.0674, 0.2024], [-0.0371, -0.0926, 0.2878], [-0.0635, 0.1854, -0.1641], [-0.0106, -0.1146, 0.2889], [0.1056, -0.0572, -0.2423], [0.0720, 1.1954, 0.1824], [-0.1761, -0.5630, 0.2023], [-0.1449, -0.5757, 0.4812], [0.3915, -1.0154, -0.5123], [-1.8778, 2.5137, -2.2578], [1.9317, -2.3600, 1.9891], [-0.2398, 0.1269, 0.2219], [0.2214, 0.2935, -0.0049]],
  "multiplicity": 8,
  "e_tot_ha": -1039.553140,
  "lumo_energy_ev": [-8.95, -9.03],
  "homo_lumo_gap_ha": [0.2785, 0.3108],
  "charge": 2,
  "s_squared": 15.76
}